Entry w
{
  "formula": "C60H165N15O15",
  "method": "the ωB97M-V functional and the def2-TZVPD basis",
  "homo_ev": -8.33,
  "orbital_gap_ha": 0.314,
  "charge": 0,
  "mol_weight_g_mol": 1337.07,
  "e_lumo_ev": 0.20,
  "species": ["C", "C", "C", "O", "C", "N", "H", "H", "H", "H", "H", "H", "H", "H", "H", "H", "H", "C", "C", "C", "O", "C", "N", "H", "H", "H", "H", "H", "H", "H", "H", "H", "H", "H", "C", "C", "C", "O", "C", "N", "H", "H", "H", "H", "H", "H", "H", "H", "H", "H", "H", "C", "C", "C", "O", "C", "N", "H", "H", "H", "H", "H", "H", "H", "H", "H", "H", "H", "C", "C", "C", "O", "C", "N", "H", "H", "H", "H", "H", "H", "H", "H", "H", "H", "H", "C", "C", "C", "O", "C", "N", "H", "H", "H", "H", "H", "H", "H", "H", "H", "H", "H", "C", "C", "C", "O", "C", "N", "H", "H", "H", "H", "H", "H", "H", "H", "H", "H", "H", "C", "C", "C", "O", "C", "N", "H", "H", "H", "H", "H", "H", "H", "H", "H", "H", "H", "C", "C", "C", "O", "C", "N", "H", "H", "H", "H", "H", "H", "H", "H", "H", "H", "H", "C", "C", "C", "O", "C", "N", "H", "H", "H", "H", "H", "H", "H", "H", "H", "H", "H", "C", "C", "C", "O", "C", "N", "H", "H", "H", "H", "H", "H", "H", "H", "H", "H", "H", "C", "C", "C", "O", "C", "N", "H", "H", "H", "H", "H", "H", "H", "H", "H", "H", "H", "C", "C", "C", "O", "C", "N", "H", "H", "H", "H", "H", "H", "H", "H", "H", "H", "H", "C", "C", "C", "O", "C", "N", "H", "H", "H", "H", "H", "H", "H", "H", "H", "H", "H", "C", "C", "C", "O", "C", "N", "H", "H", "H", "H", "H", "H", "H", "H", "H", "H", "H"],
  "positions_angstrom": [[5.19396, 3.43359, -0.39336], [5.36977, 3.78214, 1.09169], [6.84914, 3.93293, 1.41742], [7.80777, 2.89387, 1.06635], [7.87791, 1.89194, 2.03419], [4.49849, 4.88583, 1.39915], [5.30226, 4.35289, -0.96891], [4.22534, 2.95252, -0.52918], [5.93302, 2.69170, -0.69582], [4.98558, 2.91646, 1.63122], [6.87104, 4.24910, 2.46033], [7.31045, 4.78773, 0.92283], [8.57082, 1.10864, 1.72690], [6.87087, 1.47549, 2.01105], [8.21228, 2.23119, 3.01460], [3.58778, 4.53930, 1.13339], [4.33184, 4.96580, 2.39209], [-7.70505, -1.50893, 2.28365], [-8.37733, -0.98324, 0.96297], [-9.74001, -0.28683, 1.31940], [-10.67584, -1.22359, 1.90654], [-11.77922, -0.56363, 2.41437], [-7.53107, 0.09688, 0.40835], [-8.36633, -2.29098, 2.65675], [-7.67483, -0.79069, 3.10299], [-6.64907, -1.74920, 2.16004], [-8.52697, -1.78192, 0.23646], [-10.20285, 0.14267, 0.43091], [-9.56186, 0.62499, 1.88944], [-11.53384, 0.01351, 3.30588], [-12.45065, -1.37777, 2.68723], [-12.30366, -0.01793, 1.62998], [-7.92738, 0.30637, -0.49672], [-7.56781, 0.94951, 0.94852], [1.18853, -4.25031, 0.16978], [1.31983, -3.32751, -1.05847], [2.83022, -3.38247, -1.58860], [3.71919, -3.20864, -0.49255], [5.05636, -3.29440, -0.86334], [0.36508, -3.71483, -2.07366], [0.29507, -4.23995, 0.79406], [2.00696, -3.96425, 0.83042], [1.31361, -5.30154, -0.08978], [1.05717, -2.36096, -0.62848], [3.01863, -2.70012, -2.41745], [2.95232, -4.40426, -1.94793], [5.78947, -3.44508, -0.07091], [5.31497, -2.37322, -1.38550], [5.20326, -4.06540, -1.61970], [0.63245, -4.59156, -2.49788], [-0.56775, -3.85277, -1.71184], [2.46611, 0.98733, 3.01734], [2.24777, 2.05364, 4.08586], [0.85780, 2.75331, 4.22958], [-0.23743, 1.85193, 4.59457], [-1.56796, 2.45833, 4.39135], [2.52459, 1.44627, 5.40547], [1.58204, 0.34974, 3.01601], [3.28197, 0.35502, 3.36755], [2.61655, 1.44849, 2.04122], [3.08062, 2.74496, 3.95724], [0.63529, 3.27761, 3.30023], [1.10966, 3.52706, 4.95482], [-1.70692, 2.71489, 3.34113], [-1.66598, 3.37430, 4.97401], [-2.35891, 1.75357, 4.64790], [2.32694, 2.11564, 6.13553], [1.77282, 0.78474, 5.53709], [0.14244, -0.58229, -4.70202], [-1.31786, -1.05171, -4.58375], [-2.20772, -0.54472, -5.71863], [-3.57333, -0.74791, -5.32942], [-4.47748, -0.20809, -6.25783], [-1.39478, -2.46641, -4.45932], [0.84007, -0.95725, -3.95314], [0.10323, 0.50682, -4.68160], [0.59338, -1.05619, -5.57389], [-1.68015, -0.59506, -3.66271], [-1.92097, -1.04525, -6.64347], [-2.01692, 0.51313, -5.89930], [-4.53121, -0.82736, -7.15322], [-4.25110, 0.83265, -6.48958], [-5.44975, -0.19197, -5.76535], [-2.31873, -2.77453, -4.19199], [-0.77791, -2.86578, -3.76644], [4.78023, -0.03924, -3.78084], [4.94358, 0.65117, -5.13147], [4.33307, 2.04423, -5.19352], [2.94940, 1.86903, -5.00846], [2.12787, 3.05325, -5.19418], [6.38038, 0.56145, -5.45066], [3.71968, -0.23308, -3.62037], [5.26074, 0.51874, -2.97718], [5.22677, -1.03355, -3.78815], [4.41470, 0.10081, -5.90960], [4.47776, 2.49476, -6.17545], [4.74188, 2.72827, -4.44983], [2.25050, 3.48395, -6.18794], [2.58427, 3.82045, -4.56872], [1.07613, 2.80878, -5.04525], [6.91730, 1.12611, -4.80803], [6.41876, 1.19077, -6.23970], [-5.48857, 2.46963, -2.69804], [-4.15341, 2.80142, -3.32148], [-4.14035, 3.85073, -4.46433], [-4.95947, 3.34737, -5.47471], [-4.47903, 3.68233, -6.76575], [-3.21384, 3.18523, -2.28502], [-6.14473, 2.09999, -3.48603], [-5.94384, 3.35589, -2.25604], [-5.56483, 1.61615, -2.02436], [-3.67906, 1.91777, -3.74839], [-3.12345, 4.03362, -4.81154], [-4.51603, 4.82837, -4.16236], [-4.31778, 4.75989, -6.79695], [-5.33209, 3.54734, -7.43071], [-3.57151, 3.14403, -7.03917], [-3.51372, 3.96319, -1.71497], [-2.89285, 2.44450, -1.67808], [-0.93888, -0.02524, 1.15357], [-0.92480, 1.22520, 0.34574], [0.03558, 1.18860, -0.81027], [1.35066, 1.11582, -0.28015], [2.29452, 0.73364, -1.18439], [-2.26708, 1.41874, -0.24731], [0.08739, -0.26106, 1.43511], [-1.35412, -0.88787, 0.63247], [-1.49394, 0.10677, 2.08232], [-0.67936, 2.10173, 0.94539], [-0.01156, 2.09729, -1.41040], [-0.10064, 0.31094, -1.44213], [2.16868, -0.30330, -1.49586], [3.25923, 0.58807, -0.69833], [2.37681, 1.35676, -2.07493], [-3.04031, 1.15544, 0.34674], [-2.33874, 0.59795, -0.83149], [-2.65162, -5.99442, 0.06692], [-3.10658, -4.56900, -0.30695], [-2.97920, -3.42708, 0.74360], [-3.71014, -3.83642, 1.92030], [-3.22989, -3.28195, 3.08925], [-2.40910, -4.26900, -1.57161], [-1.69576, -5.93641, 0.58756], [-2.66514, -6.71805, -0.74811], [-3.28341, -6.48336, 0.80846], [-4.18201, -4.53266, -0.48083], [-3.41126, -2.48536, 0.40513], [-1.90923, -3.24672, 0.84722], [-3.43018, -2.21145, 3.04441], [-2.14959, -3.41644, 3.14377], [-3.77425, -3.78790, 3.88661], [-2.93074, -3.53944, -2.03609], [-2.39314, -4.99812, -2.27034], [-4.37467, -1.18994, -2.30751], [-5.13576, -2.53686, -2.49151], [-6.58305, -2.27107, -2.80136], [-7.27286, -3.44210, -3.25930], [-7.66159, -4.37079, -2.24528], [-4.39462, -3.13166, -3.54665], [-3.31153, -1.31811, -2.10403], [-4.88778, -0.64753, -1.51341], [-4.39397, -0.46206, -3.11864], [-5.13598, -3.14329, -1.58578], [-6.68321, -1.59899, -3.65365], [-7.13948, -1.77194, -2.00804], [-8.26004, -4.01665, -1.40590], [-6.83435, -4.90274, -1.77537], [-8.24256, -5.17300, -2.70029], [-4.83791, -4.00901, -3.77871], [-4.38543, -2.46414, -4.30457], [-1.64144, -1.80441, 6.85555], [-0.16762, -1.34678, 6.63799], [0.31485, -1.72195, 5.20248], [0.21956, -3.11486, 4.97062], [0.84293, -3.56188, 3.78164], [-0.07593, 0.04711, 7.00910], [-1.95020, -1.93368, 7.89288], [-1.73150, -2.76817, 6.35438], [-2.31197, -1.08879, 6.37975], [0.43995, -1.88476, 7.36568], [1.35601, -1.40015, 5.17932], [-0.19472, -1.12478, 4.44629], [0.41706, -3.01211, 2.94230], [0.53520, -4.59955, 3.65257], [1.92837, -3.48034, 3.83878], [-0.75971, 0.21175, 7.73398], [-0.29195, 0.67762, 6.25023], [5.93906, -0.06343, 4.29561], [5.18925, -1.06977, 5.19645], [5.95147, -2.38986, 5.54531], [6.41345, -3.14470, 4.37069], [5.38900, -3.35013, 3.40574], [4.84577, -0.37408, 6.42536], [6.00636, -0.37560, 3.25344], [6.96274, 0.15377, 4.60055], [5.41194, 0.89026, 4.32252], [4.21819, -1.31865, 4.76842], [5.27256, -3.04192, 6.09487], [6.79983, -2.25138, 6.21554], [5.24183, -2.53555, 2.69659], [4.40635, -3.59062, 3.81152], [5.81540, -4.13307, 2.77862], [4.36199, -0.95336, 7.09654], [4.27702, 0.45070, 6.29744], [8.43072, -1.07146, -2.10701], [9.77952, -0.77266, -2.83917], [10.91998, -1.83611, -2.74510], [12.02712, -1.35758, -3.53112], [12.76178, -0.24376, -3.02555], [9.49924, -0.39803, -4.23443], [7.53012, -0.58349, -2.47972], [8.45394, -0.95595, -1.02340], [8.18745, -2.12044, -2.27598], [10.16346, 0.16008, -2.42604], [10.60940, -2.75874, -3.23539], [11.24416, -2.05959, -1.72870], [13.56429, -0.00539, -3.72359], [13.29530, -0.48381, -2.10586], [12.16607, 0.66284, -2.91926], [10.36680, -0.51596, -4.73795], [8.93580, -1.13892, -4.62651], [-5.01079, 2.71436, 1.42191], [-4.48859, 1.44851, 2.01815], [-5.20428, 0.97784, 3.34045], [-4.80554, -0.38745, 3.70273], [-5.15749, -0.72368, 5.03741], [-4.69823, 0.32292, 1.12496], [-4.45665, 2.95193, 0.51384], [-4.80673, 3.57009, 2.06547], [-6.07829, 2.67106, 1.20588], [-3.44371, 1.60996, 2.28322], [-6.29281, 1.03361, 3.35064], [-4.77474, 1.60851, 4.11881], [-4.68794, -1.68328, 5.25373], [-6.24267, -0.82579, 5.04426], [-4.83223, 0.05293, 5.72963], [-4.53212, -0.42759, 1.78012], [-5.65084, 0.18142, 0.82064], [1.60837, 4.86379, -1.68617], [1.06877, 5.01584, -0.28923], [-0.44196, 4.98765, -0.10456], [-0.63240, 5.04789, 1.29499], [-1.95814, 4.97573, 1.68002], [1.72790, 4.06526, 0.52723], [1.31859, 3.96389, -2.22867], [2.68870, 5.00407, -1.72232], [1.16735, 5.65960, -2.28639], [1.41705, 6.02198, -0.05585], [-0.87635, 4.06245, -0.48324], [-0.92397, 5.81160, -0.63077], [-2.40149, 4.11653, 1.17672], [-2.50473, 5.88626, 1.43450], [-2.01026, 4.93197, 2.76790], [1.41965, 3.17381, 0.16615], [1.13828, 4.16197, 1.34154]],
  "mulliken_charge": [-1.170, 2.190, -1.375, -0.324, -0.591, -0.807, 0.382, -0.212, 0.514, -0.636, 0.459, 0.267, 0.363, 0.136, 0.304, 0.238, 0.396, -1.311, 0.516, -0.977, -0.340, -0.820, -0.488, 0.567, 0.142, 0.122, 0.111, 0.528, 0.439, 0.319, 0.263, 0.329, 0.337, 0.107, -1.173, 1.432, -1.096, -0.122, -0.960, -0.109, -0.092, 0.403, 0.305, -0.972, 0.345, 0.815, 0.252, 0.257, 0.412, 0.316, 0.152, 0.768, 0.188, -0.466, -0.034, -0.081, -0.368, -0.685, -0.169, -0.110, 0.410, -0.200, 0.525, -0.352, 0.590, -0.133, 0.299, -0.257, -1.510, 3.075, -1.273, -0.054, -0.711, -0.805, -0.060, 0.218, 0.548, -1.322, 0.516, 0.262, 0.300, 0.119, 0.202, 0.286, 0.310, -0.219, 0.006, -0.831, -0.066, -0.734, -0.617, -0.180, -0.002, 0.432, 0.155, 0.471, 0.368, 0.353, 0.280, 0.128, 0.245, 0.297, -1.054, 1.774, -1.078, -0.277, -0.898, 0.016, 0.456, 0.396, -0.097, -1.004, 0.456, 0.400, 0.384, 0.228, 0.330, 0.272, -0.303, -1.002, 2.223, -1.324, 1.243, -1.163, 1.981, 0.390, -0.258, -0.020, -0.900, -0.379, 0.521, -0.391, 0.375, 0.446, -0.639, -0.798, -1.713, 0.844, 0.988, -0.545, -0.339, 0.082, 0.197, 0.475, 0.407, -0.169, -0.123, -0.417, -0.158, 0.329, 0.378, -0.690, 0.317, 0.765, 0.596, -0.527, -0.464, -0.569, -0.079, -0.417, -0.312, 0.139, -0.741, 0.248, 0.031, 0.214, 0.173, 0.361, 0.275, 0.032, -1.381, 0.245, 0.920, -0.533, 0.138, -0.504, 0.412, 0.368, 0.244, 0.290, -0.419, -0.177, -0.184, 0.436, -0.044, 0.363, 0.084, -1.563, 1.813, -1.007, -0.431, -0.368, -0.821, 0.210, 0.440, 0.382, -0.491, 0.416, 0.362, 0.041, 0.131, 0.330, 0.261, 0.312, -1.452, 0.484, -0.523, -0.379, -0.669, -0.563, 0.265, 0.426, 0.362, 0.051, 0.299, 0.337, 0.261, 0.304, 0.284, 0.297, 0.221, -1.299, 1.822, -1.648, -0.146, -0.943, 1.548, -0.195, 0.399, 0.265, -0.783, 0.393, 0.747, 0.219, 0.266, 0.356, -0.438, -0.826, -1.496, 0.526, 0.178, -0.384, -0.603, 0.137, 0.048, 0.313, 0.557, 0.369, -0.495, 0.565, 0.062, 0.399, 0.247, -0.916, 0.330]
}

***

Entry x
{
  "formula": "C60H165N15O15",
  "method": "the ωB97M-V functional and the def2-TZVPD basis",
  "homo_ev": -7.84,
  "orbital_gap_ha": 0.305,
  "charge": 0,
  "mol_weight_g_mol": 1337.07,
  "e_lumo_ev": 0.47,
  "species": ["C", "C", "C", "O", "C", "N", "H", "H", "H", "H", "H", "H", "H", "H", "H", "H", "H", "C", "C", "C", "O", "C", "N", "H", "H", "H", "H", "H", "H", "H", "H", "H", "H", "H", "C", "C", "C", "O", "C", "N", "H", "H", "H", "H", "H", "H", "H", "H", "H", "H", "H", "C", "C", "C", "O", "C", "N", "H", "H", "H", "H", "H", "H", "H", "H", "H", "H", "H", "C", "C", "C", "O", "C", "N", "H", "H", "H", "H", "H", "H", "H", "H", "H", "H", "H", "C", "C", "C", "O", "C", "N", "H", "H", "H", "H", "H", "H", "H", "H", "H", "H", "H", "C", "C", "C", "O", "C", "N", "H", "H", "H", "H", "H", "H", "H", "H", "H", "H", "H", "C", "C", "C", "O", "C", "N", "H", "H", "H", "H", "H", "H", "H", "H", "H", "H", "H", "C", "C", "C", "O", "C", "N", "H", "H", "H", "H", "H", "H", "H", "H", "H", "H", "H", "C", "C", "C", "O", "C", "N", "H", "H", "H", "H", "H", "H", "H", "H", "H", "H", "H", "C", "C", "C", "O", "C", "N", "H", "H", "H", "H", "H", "H", "H", "H", "H", "H", "H", "C", "C", "C", "O", "C", "N", "H", "H", "H", "H", "H", "H", "H", "H", "H", "H", "H", "C", "C", "C", "O", "C", "N", "H", "H", "H", "H", "H", "H", "H", "H", "H", "H", "H", "C", "C", "C", "O", "C", "N", "H", "H", "H", "H", "H", "H", "H", "H", "H", "H", "H", "C", "C", "C", "O", "C", "N", "H", "H", "H", "H", "H", "H", "H", "H", "H", "H", "H"],
  "positions_angstrom": [[1.14549, -4.48845, 0.07695], [0.03410, -3.93653, -0.77658], [-0.59817, -4.85248, -1.95511], [0.32236, -4.87388, -3.04892], [-0.04999, -5.76575, -4.09374], [-1.08827, -3.44973, 0.07311], [1.27134, -3.90362, 0.98812], [2.09841, -4.54952, -0.44871], [0.89586, -5.49644, 0.40820], [0.40362, -3.06096, -1.31038], [-1.58170, -4.51469, -2.28172], [-0.70306, -5.85591, -1.54252], [0.53309, -5.38597, -4.93272], [-1.11335, -5.77886, -4.33289], [0.21715, -6.81505, -3.96844], [-0.74296, -2.73785, 0.70086], [-1.49808, -4.17700, 0.64166], [3.90817, 0.00712, 5.04471], [4.97393, -0.84075, 5.82435], [4.44046, -2.26613, 6.33486], [3.54500, -2.13368, 7.45605], [2.81024, -3.34720, 7.65389], [6.09353, -0.99359, 4.93704], [2.98128, 0.05990, 5.61584], [3.61920, -0.31501, 4.04430], [4.38235, 0.98038, 4.91818], [5.25288, -0.28127, 6.71725], [5.31103, -2.83138, 6.66757], [4.03543, -2.76841, 5.45636], [2.58192, -3.37129, 8.71944], [3.45358, -4.20874, 7.47508], [2.00704, -3.37041, 6.91740], [5.77624, -1.62810, 4.21813], [6.73513, -1.59851, 5.42949], [-0.78787, 2.39718, -7.57262], [-0.96061, 1.06467, -6.79997], [-0.15360, 1.02416, -5.50494], [-0.41644, -0.23506, -4.95142], [0.37193, -0.52498, -3.78471], [-2.39775, 1.04123, -6.56514], [-1.00086, 3.33787, -7.06484], [-1.32630, 2.42850, -8.51984], [0.25641, 2.44802, -7.88080], [-0.72419, 0.22366, -7.45181], [-0.41251, 1.88873, -4.89373], [0.89032, 1.19154, -5.77010], [0.34160, 0.34014, -3.12234], [1.39153, -0.81003, -4.04408], [-0.05046, -1.32592, -3.17792], [-2.60699, 0.40048, -5.81297], [-2.80539, 1.94636, -6.37889], [3.96236, -3.54477, 2.07120], [5.36371, -3.87394, 2.65969], [5.97572, -5.16515, 2.17536], [7.21724, -5.17584, 2.84413], [8.00913, -6.36187, 2.61286], [6.08972, -2.72050, 2.10854], [3.40331, -4.44001, 2.34339], [3.90548, -3.55702, 0.98276], [3.32347, -2.76832, 2.49198], [5.31085, -3.91831, 3.74750], [6.10258, -5.28836, 1.09981], [5.31842, -5.93206, 2.58509], [8.81463, -6.32363, 3.34621], [8.56761, -6.33259, 1.67726], [7.28866, -7.17809, 2.66596], [6.26409, -2.89089, 1.12841], [7.03363, -2.84087, 2.44713], [3.51251, -1.09703, -2.54165], [4.85804, -1.13245, -1.70908], [5.52350, -2.49005, -1.85675], [6.61146, -2.47959, -0.92888], [7.40465, -3.56241, -0.94580], [5.82571, -0.11234, -2.17722], [3.50812, -1.41344, -3.58471], [3.18934, -0.05996, -2.45154], [2.80955, -1.79507, -2.08701], [4.64793, -0.94075, -0.65684], [5.84129, -2.75495, -2.86519], [4.82545, -3.26688, -1.54472], [6.84429, -4.46922, -0.71824], [8.15066, -3.52903, -0.15179], [7.92801, -3.74581, -1.88419], [6.69750, -0.57624, -1.96538], [5.75630, -0.22796, -3.17818], [1.67001, -0.46071, 0.25135], [0.55883, 0.01574, 1.17230], [-0.74438, 0.37999, 0.37662], [-0.59232, 1.50730, -0.44998], [-1.69792, 1.61645, -1.33745], [0.42452, -1.00268, 2.17677], [1.77328, 0.35706, -0.46186], [1.48858, -1.40019, -0.27073], [2.64299, -0.61963, 0.71627], [0.79891, 0.93651, 1.70394], [-1.52841, 0.51599, 1.12153], [-1.14307, -0.47918, -0.16280], [-1.67895, 2.52240, -1.94327], [-2.71271, 1.55316, -0.94464], [-1.65062, 0.82654, -2.08705], [-0.21260, -0.61607, 2.85846], [1.31450, -1.10790, 2.64257], [-1.48907, 5.72147, 2.16592], [-1.26059, 4.65264, 1.06854], [-0.69269, 5.27116, -0.19575], [-1.67871, 6.00717, -0.86503], [-1.24146, 6.31937, -2.18261], [-0.39442, 3.54911, 1.56226], [-0.53246, 6.16080, 2.44876], [-1.94997, 5.19852, 3.00389], [-2.25922, 6.43558, 1.87432], [-2.21289, 4.16996, 0.84888], [-0.25122, 4.49274, -0.81807], [0.07742, 6.00688, 0.03606], [-1.14207, 5.40516, -2.76780], [-0.28601, 6.84387, -2.17276], [-1.87473, 7.12731, -2.54910], [-0.82643, 3.10875, 2.36197], [-0.29877, 2.78119, 0.91323], [-4.24978, 3.70300, -3.83938], [-4.76244, 4.00947, -5.23612], [-4.79371, 5.51119, -5.45526], [-3.41191, 5.93246, -5.63636], [-3.19213, 7.29410, -5.66500], [-3.87365, 3.45626, -6.25622], [-4.94128, 4.16633, -3.13563], [-3.25097, 4.11603, -3.69843], [-4.18613, 2.61858, -3.74937], [-5.80950, 3.74172, -5.37785], [-5.32888, 6.04414, -4.66935], [-5.21530, 5.72329, -6.43780], [-3.37098, 7.67927, -4.66114], [-3.69893, 7.78567, -6.49542], [-2.12400, 7.31968, -5.88076], [-4.24843, 3.54506, -7.18990], [-3.13280, 4.14008, -6.31656], [2.01011, 3.26126, -2.58602], [2.28550, 3.50071, -4.12279], [1.57245, 4.79009, -4.55688], [1.61307, 5.02230, -6.02165], [0.90004, 6.19860, -6.29230], [3.75397, 3.57374, -4.30612], [0.97940, 2.92954, -2.46078], [2.17207, 4.12543, -1.94174], [2.66150, 2.45620, -2.24591], [1.84745, 2.70371, -4.72362], [1.94436, 5.67201, -4.03535], [0.54601, 4.75983, -4.19134], [-0.18384, 6.13671, -6.19493], [1.16411, 6.43558, -7.32293], [1.20669, 6.97160, -5.58765], [4.11473, 2.63666, -4.19736], [4.19171, 3.93673, -3.47141], [-7.13563, 2.14122, -2.70424], [-6.38297, 0.97386, -1.93429], [-7.03554, 0.53595, -0.60119], [-7.02611, 1.70389, 0.23410], [-7.87469, 1.47509, 1.36655], [-6.49139, -0.16198, -2.79941], [-6.94148, 3.11736, -2.25977], [-8.20101, 1.97211, -2.86064], [-6.76370, 2.31463, -3.71403], [-5.34434, 1.30387, -1.95521], [-6.32405, -0.13133, -0.11474], [-7.98703, 0.03495, -0.77943], [-8.87339, 1.10580, 1.13346], [-8.07493, 2.38169, 1.93757], [-7.47714, 0.78021, 2.10628], [-6.14673, 0.11433, -3.70768], [-5.80193, -0.85976, -2.55890], [-4.15369, 1.52248, 2.11473], [-3.76534, 2.69103, 3.05030], [-4.80171, 3.85507, 2.82249], [-4.47686, 4.90010, 3.72034], [-5.21084, 6.09943, 3.49056], [-3.73838, 2.25768, 4.47451], [-3.67682, 0.56860, 2.34013], [-4.01395, 1.80108, 1.07023], [-5.20181, 1.32276, 2.33761], [-2.82560, 3.09377, 2.67242], [-5.77879, 3.43805, 3.06648], [-4.80305, 4.22308, 1.79649], [-4.94754, 6.56247, 2.53958], [-5.10579, 6.88423, 4.23966], [-6.23358, 5.75122, 3.34611], [-3.84643, 3.13049, 4.97112], [-4.53882, 1.66539, 4.64359], [4.08119, -7.74376, 4.84410], [3.54780, -6.95804, 6.03697], [2.18914, -6.28126, 5.74854], [2.35756, -5.19955, 4.81177], [1.26183, -4.64815, 4.27614], [3.46869, -7.90577, 7.13899], [3.58028, -8.67292, 4.57238], [5.14709, -7.97114, 4.82779], [3.97662, -7.14554, 3.93895], [4.25705, -6.14160, 6.17301], [1.75662, -5.93908, 6.68872], [1.45589, -6.98966, 5.36304], [0.71480, -5.39617, 3.70228], [1.59432, -3.90850, 3.54781], [0.72965, -4.15857, 5.09173], [3.26023, -7.27503, 7.89978], [4.33635, -8.38813, 7.32501], [-1.88103, -2.62322, 4.14442], [-2.75595, -1.44800, 4.09253], [-4.21307, -1.82527, 3.75578], [-4.39874, -2.14160, 2.37389], [-5.76619, -2.55597, 2.03447], [-2.64097, -0.70276, 5.36166], [-1.81984, -3.15719, 3.19614], [-2.34221, -3.31970, 4.84465], [-0.89085, -2.40782, 4.54596], [-2.43641, -0.82154, 3.25974], [-4.70012, -0.86115, 3.90199], [-4.61843, -2.57804, 4.43188], [-6.06881, -3.39694, 2.65840], [-5.91193, -2.79087, 0.98011], [-6.51788, -1.77738, 2.16436], [-3.06690, 0.21202, 5.40495], [-3.24921, -1.16521, 6.02217], [4.61486, 4.91886, 2.31937], [3.46600, 4.06759, 1.85429], [3.69225, 2.55245, 2.18278], [4.81685, 2.03896, 1.56022], [5.08364, 0.69553, 1.79065], [2.26124, 4.63303, 2.46684], [4.37652, 5.94252, 2.03052], [5.56940, 4.69806, 1.84168], [4.77246, 4.75831, 3.38590], [3.51499, 4.20244, 0.77376], [2.82389, 2.05010, 1.75652], [3.56525, 2.34014, 3.24433], [5.98123, 0.35461, 1.27471], [4.35052, -0.06748, 1.52905], [5.34877, 0.56710, 2.84009], [1.40650, 4.27250, 2.06743], [2.22022, 4.27825, 3.41158], [-2.67111, -3.20442, -5.39863], [-3.62603, -2.41267, -4.50138], [-3.36683, -2.60379, -2.97124], [-4.18496, -1.78921, -2.14489], [-3.80921, -1.80997, -0.80941], [-3.38844, -1.00453, -4.72924], [-2.82932, -4.28109, -5.33664], [-1.65266, -3.07909, -5.03098], [-2.59357, -2.88598, -6.43819], [-4.64727, -2.75076, -4.67716], [-2.32077, -2.44330, -2.71027], [-3.59272, -3.63974, -2.71852], [-2.87560, -1.25546, -0.71460], [-3.81226, -2.75000, -0.25764], [-4.41160, -1.17801, -0.15684], [-2.37988, -1.04291, -4.76733], [-3.67070, -0.67227, -3.81817]],
  "mulliken_charge": [-1.346, 2.254, -0.214, -0.298, -0.820, 0.423, 0.017, 0.251, 0.588, -1.672, 0.028, 0.506, 0.280, 0.247, 0.281, -0.655, 0.270, -1.088, 0.247, -0.309, -0.444, -0.246, -0.584, 0.629, -0.062, 0.242, 0.514, 0.322, 0.069, 0.381, 0.089, 0.013, -0.111, 0.379, -1.658, 0.385, 0.019, -0.237, 0.140, -0.461, 0.118, 0.387, 0.531, 0.270, -0.132, 0.395, -0.086, 0.664, -0.547, 0.187, 0.346, -0.673, 1.079, -0.591, -0.375, -0.818, -0.317, 0.332, -0.040, 0.127, 0.127, 0.240, 0.027, 0.265, 0.249, 0.345, -0.372, 0.452, -1.369, 2.314, -0.884, -0.505, -0.996, -0.794, 0.817, 0.228, 0.070, -1.284, 0.464, 0.241, 0.366, 0.321, 0.400, 0.315, 0.414, 0.223, 0.540, 0.579, 1.319, -0.279, -0.008, -0.044, -0.618, -0.380, 0.476, -0.709, -0.615, -0.003, -0.511, -0.071, 0.100, -0.154, -1.738, 0.492, -0.126, -0.453, -0.409, 0.067, 0.410, 0.337, 0.337, 0.106, -0.221, 0.574, -0.059, 0.376, 0.268, 0.392, -0.250, -0.426, 0.660, -1.271, -0.189, -0.718, -0.618, 0.385, -0.099, -0.333, 0.342, 0.550, 0.445, 0.280, 0.289, 0.126, 0.248, 0.197, -0.738, 1.695, -0.698, -0.407, -0.425, -0.835, -0.372, 0.495, 0.298, -0.803, 0.518, -0.002, -0.115, 0.315, 0.350, 0.260, 0.360, -1.727, 2.091, -0.093, -0.266, -0.983, -0.885, 0.320, 0.424, 0.316, -0.922, -0.483, 0.541, 0.393, 0.334, 0.204, 0.364, 0.468, 0.205, 2.657, -0.972, -0.413, -0.796, -0.535, -0.736, -0.100, 0.374, -2.569, 0.587, 0.537, 0.255, 0.274, 0.357, 0.293, 0.376, -1.514, 1.104, -1.180, 0.260, -1.048, -0.744, 0.422, 0.446, 0.137, 0.012, 0.385, 0.381, 0.381, -0.066, 0.485, 0.272, 0.288, -1.757, 3.777, -1.257, -0.053, -0.900, -0.710, 0.098, 0.577, 0.359, -2.212, 0.317, 0.486, 0.402, 0.239, 0.254, 0.256, 0.313, -1.812, 0.978, 0.718, -0.491, -0.602, -0.588, 0.453, 0.324, 0.349, -0.031, -0.628, -0.031, 0.263, -0.235, 0.733, 0.102, 0.312, -1.382, -0.076, -0.239, -0.067, 0.373, -0.555, 0.441, 0.213, 0.348, 0.402, -0.494, 0.857, 0.186, 0.406, -0.879, 0.193, -0.031]
}

***

Which structure is most stable? entry w, by 0.0567 hartree over the runner-up.